No. 1
A structure of composition C27H34CuN7O4S, computed with ωB97M-V/def2-TZVPD.

**Kohn-Sham gap (alpha / beta)**: 8.62 / 7.72 eV
**HOMO energy (alpha / beta)**: -10.28 / -10.44 eV
**Electronic energy**: -102642.54943 eV

The geometry in ORCA input format:
```
! RIJCOSX wB97M-V def2-TZVPD def2/J DEFGRID3
* xyz 1 2
Cu 0.015 -0.249 -0.348
C 1.229 3.923 -2.851
O 2.403 4.031 -2.033
C 2.397 5.018 -1.092
C 3.280 6.080 -1.232
C 3.314 7.097 -0.291
C 2.455 7.056 0.801
C 1.597 5.982 0.961
C 1.567 4.947 0.029
N 0.640 3.887 0.215
C 0.863 2.542 0.091
N 2.140 2.144 0.232
C 2.720 0.856 0.078
C 1.977 -0.290 -0.193
C 2.668 -1.499 -0.340
C 4.042 -1.582 -0.166
C 4.757 -0.439 0.156
C 4.110 0.777 0.265
O 4.875 1.853 0.635
C 5.124 2.874 -0.335
N -0.128 1.698 -0.052
C -1.478 2.162 -0.077
C -1.984 3.043 -1.026
C -3.333 3.375 -1.045
C -4.202 2.815 -0.119
C -3.714 1.918 0.824
C -2.368 1.596 0.842
O -1.927 0.632 1.716
C -1.226 1.145 2.851
H 1.501 4.133 -3.884
H 0.466 4.636 -2.534
H 0.838 2.908 -2.780
H 3.922 6.094 -2.104
H 4.000 7.924 -0.417
H 2.467 7.848 1.538
H 0.944 5.925 1.825
H -0.309 4.148 0.430
H 2.788 2.891 0.421
H 2.114 -2.399 -0.579
H 4.556 -2.528 -0.286
H 5.828 -0.461 0.311
H 6.189 3.093 -0.321
H 4.592 3.792 -0.075
H 4.834 2.551 -1.335
H -1.318 3.442 -1.782
H -3.707 4.058 -1.797
H -5.254 3.069 -0.131
H -4.368 1.460 1.558
H -0.998 0.291 3.486
H -1.849 1.851 3.404
H -0.292 1.628 2.555
N -3.757 -0.910 -1.474
C -2.499 -1.101 -1.913
N -2.245 -2.198 -2.660
O -1.611 -0.269 -1.655
H -4.524 -1.490 -1.762
H -3.946 -0.053 -0.983
H -2.898 -2.960 -2.713
H -1.282 -2.396 -2.870
C -2.416 -3.050 2.883
N -1.040 -2.615 3.039
C -0.469 -2.314 4.355
C 0.938 -1.788 4.014
N 0.894 -1.735 2.556
C -0.222 -2.258 2.048
S -0.556 -2.452 0.385
H -2.684 -3.672 3.735
H -2.515 -3.632 1.972
H -3.094 -2.195 2.829
H -0.439 -3.214 4.969
H -1.079 -1.572 4.872
H 1.718 -2.465 4.355
H 1.126 -0.805 4.437
H 1.664 -1.467 1.959
*
```

***

No. 2
A structure of composition C27H34I2N2O2PRuS2 at a distorted geometry, computed with ωB97M-V/def2-TZVPD.

**Kohn-Sham gap (alpha / beta)**: 7.24 / 5.24 eV
**HOMO energy (alpha / beta)**: -13.05 / -13.35 eV
**Electronic energy**: -85351.65138 eV

The geometry in ORCA input format:
```
! RIJCOSX wB97M-V def2-TZVPD def2/J DEFGRID3
* xyz 2 6
Ru -14.181 -12.344 4.994
C -16.100 -10.644 7.100
C -14.678 -10.119 7.311
N -13.658 -11.155 7.079
C -13.134 -11.916 8.234
C -14.221 -12.701 8.995
S -15.270 -14.435 7.232
C -16.810 -14.121 6.371
C -17.229 -12.665 6.183
N -16.161 -11.627 5.978
H -16.736 -9.788 6.925
H -16.427 -11.139 7.990
H -14.587 -9.664 8.285
H -14.504 -9.349 6.566
H -12.849 -10.693 6.679
H -12.611 -11.263 8.929
H -12.401 -12.623 7.818
H -14.663 -12.079 9.764
H -13.782 -13.571 9.498
H -17.555 -14.621 6.977
H -16.712 -14.712 5.455
H -17.819 -12.357 7.031
H -17.878 -12.646 5.326
H -16.487 -11.113 5.161
O -15.356 -13.116 8.208
C -14.021 -14.033 6.136
C -12.784 -14.692 6.483
C -12.665 -15.728 7.437
C -11.433 -16.246 7.775
C -10.274 -15.792 7.141
C -10.359 -14.780 6.192
C -11.603 -14.266 5.835
P -11.902 -13.083 4.507
C -10.294 -12.304 4.169
C -9.471 -12.987 3.283
C -8.157 -12.574 3.143
C -7.697 -11.468 3.819
C -8.536 -10.793 4.712
C -9.845 -11.215 4.903
C -12.273 -14.017 2.996
C -12.460 -13.191 1.879
C -12.738 -13.746 0.663
C -12.925 -15.133 0.581
C -12.754 -15.954 1.675
C -12.442 -15.384 2.907
H -13.542 -16.124 7.917
H -11.393 -17.002 8.546
H -9.295 -16.190 7.402
H -9.502 -14.375 5.666
H -9.840 -13.841 2.740
H -7.514 -13.095 2.435
H -6.678 -11.131 3.616
H -8.158 -9.938 5.272
H -10.503 -10.682 5.574
H -12.348 -12.108 1.954
H -12.824 -13.138 -0.225
H -13.204 -15.549 -0.363
H -12.934 -17.010 1.608
H -12.283 -16.052 3.772
I -15.964 -13.028 2.992
I -16.092 -16.299 3.372
C -15.748 -9.059 2.658
S -14.163 -9.021 3.545
C -13.088 -9.070 2.098
O -14.017 -10.379 4.160
H -15.969 -8.089 2.197
H -16.500 -9.333 3.407
H -15.725 -9.874 1.926
H -13.253 -8.180 1.503
H -13.317 -9.958 1.528
H -12.033 -9.115 2.439
*
```

***

No. 3
A structure of composition C27H34N10NiS at a distorted geometry, computed with ωB97M-V/def2-TZVPD.

**Kohn-Sham gap (alpha / beta)**: 7.83 / 7.31 eV
**HOMO energy (alpha / beta)**: -7.32 / -7.33 eV
**Electronic energy**: -95330.86086 eV

The geometry in ORCA input format:
```
! RIJCOSX wB97M-V def2-TZVPD def2/J DEFGRID3
* xyz 0 3
Ni -0.151 -1.504 -0.004
C -1.561 1.943 3.895
N -0.999 1.612 2.598
C -0.826 2.738 1.700
C -0.957 0.332 2.145
N -1.170 0.002 0.894
C -2.121 0.691 0.108
C -3.309 1.057 0.699
C -4.328 1.714 -0.006
C -4.170 1.973 -1.332
C -2.996 1.564 -2.006
C -2.907 1.777 -3.403
C -1.828 1.332 -4.101
C -0.784 0.678 -3.426
C -0.790 0.498 -2.061
N 0.297 -0.176 -1.467
C 1.525 0.022 -1.884
N 1.986 1.225 -2.319
C 2.910 1.322 -3.435
C 1.326 2.464 -1.960
N 2.435 -0.986 -1.867
C 2.063 -2.373 -2.103
C 3.821 -0.753 -1.490
C -1.935 0.916 -1.299
N -0.650 -0.604 3.092
C 0.390 -0.291 4.079
C -1.092 -1.988 2.949
H -2.410 2.620 3.756
H -0.826 2.441 4.533
H -1.920 1.046 4.393
H -0.309 3.531 2.243
H -1.780 3.120 1.328
H -0.204 2.431 0.868
H -3.463 0.800 1.742
H -5.247 1.979 0.501
H -4.956 2.452 -1.904
H -3.730 2.272 -3.905
H -1.778 1.456 -5.176
H 0.050 0.285 -3.995
H 3.151 0.332 -3.817
H 3.835 1.827 -3.148
H 2.441 1.895 -4.241
H 0.781 2.322 -1.035
H 0.639 2.804 -2.741
H 2.089 3.227 -1.795
H 0.989 -2.509 -2.076
H 2.528 -3.012 -1.353
H 2.400 -2.700 -3.090
H 3.922 0.242 -1.067
H 4.504 -0.868 -2.337
H 4.105 -1.475 -0.722
H 0.001 0.235 4.951
H 1.169 0.319 3.622
H 0.835 -1.221 4.425
H -2.154 -2.087 3.178
H -0.528 -2.611 3.636
H -0.962 -2.398 1.958
S 2.459 0.782 1.198
C 2.557 -0.895 1.478
C 3.686 -1.435 2.162
C 3.792 -2.772 2.432
C 2.771 -3.642 2.021
C 1.711 -3.089 1.363
N 1.576 -1.765 1.085
H 4.456 -0.740 2.464
H 4.657 -3.153 2.963
H 2.807 -4.706 2.209
H 0.901 -3.732 1.024
N -1.607 -2.435 -0.887
C -2.640 -2.141 -1.381
N -3.712 -1.887 -1.971
C -4.865 -1.385 -1.579
N -5.903 -0.944 -1.310
*
```

***

No. 4
An isolated molecule of C27H34N4O, computed with ωB97M-V/def2-TZVPD.

**Structure (SMILES)**: CCc1ccc([C@@H]2c3[nH]c4ccccc4c3CCN2C(=O)CN2CCN(CC)CC2)cc1
**Kohn-Sham gap**: 8.48 eV
**HOMO energy**: -7.72 eV
**Electronic energy**: -36559.77682 eV

The geometry in ORCA input format:
```
! RIJCOSX wB97M-V def2-TZVPD def2/J DEFGRID3
* xyz 0 1
C -7.922 -0.869 0.174
H -8.938 -1.023 -0.182
H -7.678 -1.658 0.881
H -7.877 0.084 0.696
C -6.937 -0.881 -0.997
C -5.534 -0.671 -0.501
C -5.010 0.607 -0.372
C -3.734 0.806 0.123
C -2.953 -0.275 0.504
C -3.476 -1.556 0.385
C -4.750 -1.750 -0.112
H -5.143 -2.753 -0.200
H -2.879 -2.403 0.692
C -1.554 -0.095 1.056
C -0.969 1.246 0.793
C -0.460 1.545 -0.438
C 0.118 2.842 -0.349
C 0.775 3.686 -1.244
C 1.213 4.911 -0.796
C 1.009 5.319 0.526
C 0.362 4.508 1.434
C -0.081 3.269 0.992
N -0.741 2.275 1.665
H -0.997 2.290 2.637
H 0.204 4.823 2.455
H 1.367 6.288 0.839
H 1.725 5.579 -1.474
H 0.934 3.380 -2.268
C -0.600 0.539 -1.527
H -1.623 0.577 -1.916
C -0.311 -0.876 -0.981
N -0.625 -1.043 0.431
C -0.030 -1.955 1.225
O -0.322 -2.077 2.404
C 1.025 -2.856 0.590
N 2.145 -2.087 0.078
C 2.791 -1.296 1.111
C 3.857 -0.411 0.478
N 4.853 -1.234 -0.183
C 4.204 -2.031 -1.205
C 3.138 -2.919 -0.574
H 2.647 -3.510 -1.352
H 3.619 -3.608 0.141
H 4.955 -2.660 -1.691
H 3.729 -1.394 -1.975
C 5.962 -0.460 -0.714
C 6.878 0.058 0.389
H 6.406 0.851 0.962
H 7.791 0.452 -0.049
H 7.133 -0.755 1.064
H 6.540 -1.128 -1.359
H 5.608 0.384 -1.334
H 4.340 0.175 1.261
H 3.373 0.284 -0.233
H 2.041 -0.671 1.600
H 3.260 -1.942 1.872
H 1.336 -3.574 1.368
H 0.577 -3.413 -0.238
H 0.753 -1.090 -1.100
H -0.888 -1.606 -1.563
H 0.079 0.748 -2.353
H -1.558 -0.335 2.128
H -3.342 1.810 0.209
H -5.606 1.460 -0.667
H -7.007 -1.838 -1.516
H -7.204 -0.089 -1.700
*
```